[1]
Formula: C6H11N2O2P
Source: the OMol25 dataset
Level of theory: wB97M-V/def2-TZVPD

## Properties
Frontier orbital gap = 0.353 hartree
Calculated total energy = -22762.781 eV
Maximum force = 0.56 eV Å⁻¹
Relative energy (zero: lowest compared OMol25 entry of this formula, charge and spin) = 111.25 kJ/mol

The geometry in XYZ format:
```
22
Properties=species:S:1:pos:R:3:mulliken_charge:R:1
N 2.484 -0.134 0.930 -0.52
C 2.239 0.949 0.315 -0.17
C 1.246 1.039 -0.825 -0.85
C -0.165 0.433 -0.628 0.27
C -1.237 1.527 -0.587 -1.00
O -2.392 0.893 0.002 -0.34
C -1.880 0.169 1.044 0.04
O -2.471 -0.003 2.070 -0.56
C -0.514 -0.361 0.650 0.22
P -0.786 -2.127 0.192 0.16
N 0.353 -2.806 -0.630 -0.72
H 3.208 0.009 1.634 0.23
H 2.761 1.886 0.561 0.38
H 1.705 0.567 -1.701 0.35
H 1.134 2.106 -1.067 0.32
H -0.394 -0.225 -1.473 0.31
H -1.485 1.953 -1.559 0.38
H -0.917 2.322 0.104 0.45
H 0.183 -0.312 1.485 0.61
H -2.047 -2.036 -0.426 0.09
H -1.064 -2.702 1.442 0.11
H 0.038 -3.147 -1.531 0.24
```

***

[2]
Formula: C2H4S3
Source: the OMol25 dataset
Level of theory: wB97M-V/def2-TZVPD

## Properties
Frontier orbital gap = 0.312 hartree
Calculated total energy = -34643.426 eV
Maximum force = 2.45 eV Å⁻¹
Relative energy (zero: lowest compared OMol25 entry of this formula, charge and spin) = 77.17 kJ/mol

The geometry in XYZ format:
```
9
Properties=species:S:1:pos:R:3:mulliken_charge:R:1
C 0.745 -1.009 -0.004 0.24
C -1.068 1.372 -0.281 -0.84
S -0.443 -1.998 -0.411 -0.24
S 2.280 -1.248 0.764 -0.16
S 0.635 0.916 -0.430 -0.08
H -1.788 0.643 -0.703 0.29
H -1.315 2.390 -0.643 0.30
H -1.446 1.466 0.744 0.32
H 2.400 -2.532 0.962 0.15
```

***

[3]
Formula: H22NO14
Source: the OMol25 dataset
Level of theory: wB97M-V/def2-TZVPD

## Properties
Net charge = -1
Frontier orbital gap = 0.340 hartree
Calculated total energy = -30510.519 eV
Maximum force = 6.06 eV Å⁻¹
Relative energy (zero: lowest compared OMol25 entry of this formula, charge and spin) = 266.89 kJ/mol

The geometry in XYZ format:
```
37
Properties=species:S:1:pos:R:3:mulliken_charge:R:1
N 4.027 -4.174 1.172 1.21
O 3.410 -3.244 1.707 -0.82
O 3.936 -4.268 -0.049 -0.32
O 4.119 -5.241 1.763 -0.84
O 3.533 -3.041 -2.861 -0.72
H 2.642 -3.378 -2.786 0.38
H 3.712 -2.548 -2.063 0.32
O 6.196 -3.761 -1.827 -0.62
H 5.461 -3.691 -1.186 0.19
H 6.998 -3.577 -1.307 0.30
O 0.739 -1.382 1.453 -0.64
H 0.747 -2.294 1.723 0.38
H 0.442 -1.471 0.539 0.29
O 3.314 -1.583 -0.708 -0.76
H 3.324 -2.270 -0.093 0.48
H 4.159 -1.116 -0.606 0.34
O 1.612 -4.420 -1.501 -0.73
H 2.501 -4.560 -1.224 0.35
H 1.094 -4.781 -0.822 0.26
O 1.002 -4.065 2.473 -0.76
H 1.926 -3.784 2.308 0.38
H 0.732 -4.398 1.644 0.33
O 5.874 -4.869 3.893 -0.72
H 5.173 -4.822 3.229 0.43
H 6.324 -5.698 3.790 0.32
O 2.480 -6.959 0.341 -0.63
H 3.124 -6.286 0.756 0.40
H 2.416 -7.619 1.033 0.28
O 5.781 -1.512 0.273 -0.67
H 5.212 -1.029 0.872 0.34
H 6.206 -2.224 0.716 0.28
O 5.710 -6.525 -0.292 -0.70
H 5.781 -6.753 0.604 0.45
H 5.118 -5.773 -0.371 0.34
O 6.472 -6.946 2.221 -0.73
H 7.374 -7.285 1.909 0.30
H 5.950 -7.702 2.488 0.31
```

***

[4]
Formula: C7H16NO3S
Source: the OMol25 dataset
Level of theory: wB97M-V/def2-TZVPD

## Properties
Net charge = +1
Frontier orbital gap = 0.369 hartree
Calculated total energy = -25978.482 eV
Maximum force = 4.84 eV Å⁻¹
Relative energy (zero: lowest compared OMol25 entry of this formula, charge and spin) = 0.00 kJ/mol

The geometry in XYZ format:
```
28
Properties=species:S:1:pos:R:3:mulliken_charge:R:1
C 0.646 -0.280 -0.192 0.81
C -2.096 -0.429 -0.335 -1.58
C -1.965 1.993 -0.809 -1.68
C -1.327 0.206 -2.577 -1.41
C 1.539 -2.454 2.314 -0.64
C 1.704 -0.027 0.894 0.04
C -1.410 0.662 -1.054 1.49
N 2.009 1.453 1.106 -0.10
O 0.483 -1.399 -0.648 -0.61
O 2.868 -0.678 0.566 -0.58
O -0.027 0.780 -0.465 -0.48
S 0.911 -0.625 2.549 -0.09
H -1.375 -1.358 -0.423 0.39
H -2.327 -0.315 0.714 0.38
H -3.102 -0.620 -0.724 0.40
H -1.412 2.904 -1.309 0.32
H -2.054 2.044 0.307 0.37
H -2.907 2.138 -1.345 0.44
H -0.429 0.657 -2.988 0.38
H -1.255 -0.923 -2.725 0.28
H -2.110 0.735 -3.086 0.47
H 1.013 -3.041 3.149 0.35
H 2.632 -2.584 2.420 0.27
H 1.211 -2.674 1.388 0.21
H 1.765 1.574 2.040 0.37
H 1.360 2.020 0.451 0.37
H 2.996 1.565 0.942 0.35
H 2.660 -1.324 -0.159 0.47
```

***

[5]
Formula: C37H56F6N2O15P
Source: the OMol25 dataset
Level of theory: wB97M-V/def2-TZVPD

## Properties
Net charge = -1
Frontier orbital gap = 0.289 hartree
Calculated total energy = -98567.285 eV
Maximum force = 4.41 eV Å⁻¹
Relative energy (zero: lowest compared OMol25 entry of this formula, charge and spin) = 561.46 kJ/mol

The geometry in XYZ format:
```
117
Properties=species:S:1:pos:R:3:mulliken_charge:R:1
P 0.012 -1.394 -1.012 1.23
F 0.018 -1.573 -2.690 -0.39
F 0.355 0.220 -1.010 -0.36
F -1.546 -0.909 -1.005 -0.36
F 0.030 -1.431 0.646 -0.38
F -0.270 -2.980 -0.952 -0.35
F 1.640 -1.838 -1.041 -0.39
O -3.207 0.011 -9.347 -0.61
C -2.801 0.740 -8.432 0.53
O -3.621 0.975 -7.362 -0.34
C -2.902 1.798 -6.326 -0.40
C -1.881 2.508 -7.232 -0.53
C -1.466 1.496 -8.269 -0.39
H -2.494 1.117 -5.580 0.32
H -3.591 2.542 -5.927 0.27
H -1.183 3.063 -6.605 0.36
H -2.465 3.266 -7.752 0.25
H -0.732 0.776 -7.909 0.27
H -1.120 1.954 -9.196 0.27
O 7.925 1.606 -0.070 -0.62
C 7.439 2.104 0.931 0.58
O 7.980 3.166 1.446 -0.35
C 7.259 3.738 2.526 -0.43
C 5.884 3.195 2.115 -0.51
C 6.218 1.707 1.785 -0.35
H 7.478 4.806 2.530 0.28
H 7.645 3.514 3.520 0.26
H 5.361 3.778 1.357 0.29
H 5.278 3.279 3.017 0.28
H 5.509 1.379 1.025 0.28
H 6.636 1.171 2.637 0.29
O 3.497 0.795 7.210 -0.59
C 2.313 0.867 6.982 0.48
O 1.403 0.541 7.947 -0.35
C 0.057 0.718 7.506 -0.42
C 0.144 0.610 6.003 -0.40
C 1.503 1.235 5.748 -0.36
H -0.372 1.661 7.847 0.23
H -0.623 0.007 7.976 0.33
H -0.655 0.991 5.368 0.35
H 0.171 -0.449 5.746 0.21
H 1.537 2.324 5.789 0.22
H 1.970 0.874 4.832 0.31
O 7.024 5.742 -4.743 -0.60
C 5.950 5.143 -5.006 0.47
O 5.147 4.600 -4.031 -0.34
C 4.264 3.614 -4.509 -0.39
C 4.211 3.873 -6.072 -0.58
C 5.511 4.754 -6.369 -0.24
H 3.435 3.455 -3.820 0.36
H 4.853 2.711 -4.347 0.23
H 3.249 4.359 -6.233 0.24
H 4.073 2.966 -6.660 0.36
H 5.264 5.598 -7.014 0.26
H 6.269 4.093 -6.789 0.24
O -0.685 7.442 3.787 -0.59
C -0.715 7.203 2.606 0.57
O 0.026 7.842 1.716 -0.37
C -0.134 7.443 0.375 -0.29
C -0.862 6.193 0.444 -0.53
C -1.416 6.059 1.892 -0.39
H 0.889 7.296 0.029 0.23
H -0.627 8.281 -0.119 0.25
H -0.217 5.317 0.510 0.20
H -1.572 5.966 -0.352 0.43
H -1.167 5.101 2.348 0.29
H -2.490 6.135 1.720 0.19
O -3.814 -8.727 4.770 -0.62
C -4.053 -7.606 4.267 0.52
O -3.927 -7.332 2.959 -0.35
C -3.799 -5.998 2.612 -0.31
C -3.824 -5.291 3.921 -0.51
C -4.440 -6.266 4.920 -0.36
H -4.603 -5.770 1.913 0.30
H -2.810 -5.816 2.192 0.23
H -4.443 -4.395 3.892 0.28
H -2.868 -4.887 4.253 0.28
H -5.494 -6.226 5.196 0.32
H -3.775 -6.202 5.781 0.21
O -2.727 -6.331 -4.679 -0.61
C -3.881 -5.875 -4.773 0.48
O -4.920 -6.499 -4.222 -0.32
C -6.129 -5.777 -4.350 -0.42
C -5.661 -4.372 -4.871 -0.60
C -4.363 -4.645 -5.592 -0.30
H -6.813 -5.566 -3.528 0.33
H -6.774 -6.259 -5.085 0.27
H -5.488 -3.862 -3.923 0.27
H -6.398 -3.833 -5.466 0.36
H -3.686 -3.804 -5.440 0.27
H -4.448 -5.047 -6.601 0.27
C 3.674 -4.266 -4.433 -0.52
O 2.730 -5.002 -3.773 -0.50
H 3.119 -3.484 -4.951 0.23
H 4.544 -3.963 -3.852 0.25
H 4.119 -4.953 -5.153 0.22
H 2.403 -4.591 -2.969 0.32
N -6.580 3.871 3.372 -0.03
C -6.257 3.577 4.673 -0.44
C -5.603 2.361 4.612 -0.33
C -5.269 2.090 3.294 -0.58
C -5.988 2.967 2.588 -0.41
H -7.314 4.523 3.133 0.22
H -6.668 4.114 5.515 0.36
H -5.247 1.906 5.524 0.38
H -4.735 1.220 2.942 0.43
H -6.282 3.104 1.558 0.41
N 2.600 -4.555 4.015 0.02
C 2.365 -5.280 5.201 -0.52
C 3.551 -6.050 5.464 -0.28
C 4.559 -5.632 4.483 -0.54
C 3.868 -4.756 3.647 -0.40
H 2.006 -3.837 3.624 0.23
H 1.483 -5.088 5.794 0.36
H 3.567 -6.847 6.193 0.37
H 5.550 -6.035 4.339 0.37
H 4.329 -4.153 2.880 0.38
```

***

[6]
Formula: C43H45InN10O5S3
Source: the OMol25 dataset
Level of theory: wB97M-V/def2-TZVPD

## Properties
Net charge = +2
Frontier orbital gap = 0.211 hartree
Calculated total energy = -108131.202 eV
Maximum force = 0.85 eV Å⁻¹

The geometry in XYZ format:
```
107
Properties=species:S:1:pos:R:3:mulliken_charge:R:1
In -0.702 1.338 -2.090 1.50
N -3.530 4.922 4.844 -0.48
C -2.782 4.734 3.716 0.96
C -2.868 3.535 2.994 -0.95
C -2.092 3.338 1.872 0.12
C -1.224 4.326 1.434 -0.21
C -1.131 5.521 2.142 -0.66
C -1.894 5.723 3.272 -0.85
S -0.183 4.122 0.042 1.32
O 0.041 5.412 -0.541 -0.75
O 0.946 3.302 0.385 -0.60
N -1.026 3.193 -1.007 -0.20
C -2.166 3.581 -1.631 0.44
N -2.866 4.669 -1.349 -0.49
C -3.990 4.823 -2.041 -0.23
C -4.437 3.930 -3.009 -0.97
C -3.633 2.835 -3.257 -0.17
N -2.499 2.671 -2.584 -0.22
H -4.278 4.287 5.056 0.21
H -3.586 5.833 5.260 0.21
H -3.543 2.757 3.327 0.35
H -2.160 2.393 1.345 0.30
H -0.469 6.301 1.792 0.52
H -1.818 6.657 3.814 0.34
H -4.570 5.710 -1.810 0.49
H -5.364 4.087 -3.537 0.43
H -3.878 2.079 -3.993 0.50
S -2.122 -0.344 -0.599 -0.31
C -1.637 -1.735 -1.391 0.96
N -1.790 -2.940 -0.895 0.01
C -1.368 -4.137 -1.630 -0.79
C -0.078 -3.822 -2.333 -0.68
N -0.298 -2.665 -3.208 0.30
C 0.378 -2.723 -4.528 -1.25
C -0.236 -3.794 -5.387 0.65
C -1.562 -3.684 -5.799 -0.15
C -2.134 -4.679 -6.574 -0.81
C -1.385 -5.788 -6.948 -0.44
C -0.063 -5.900 -6.548 -0.68
C 0.508 -4.905 -5.764 -0.25
C -1.058 -1.670 -2.841 -0.18
S -1.529 -0.399 -3.846 -0.26
C -2.320 -3.170 0.464 -1.35
C -1.207 -3.680 1.345 0.31
C -1.333 -4.872 2.044 -0.39
C -0.288 -5.331 2.837 -0.70
C 0.892 -4.607 2.917 -0.68
C 1.022 -3.415 2.215 -0.71
C -0.026 -2.950 1.441 0.77
H -2.153 -4.437 -2.328 0.35
H -1.215 -4.929 -0.899 0.50
H 0.240 -4.651 -2.962 0.51
H 0.712 -3.582 -1.617 0.34
H 1.427 -2.934 -4.313 0.43
H 0.316 -1.727 -4.958 0.41
H -2.147 -2.813 -5.526 0.39
H -3.162 -4.589 -6.898 0.43
H -1.833 -6.561 -7.558 0.41
H 0.525 -6.757 -6.843 0.41
H 1.544 -4.988 -5.457 0.41
H -3.131 -3.896 0.380 0.48
H -2.736 -2.232 0.826 0.50
H -2.251 -5.443 1.979 0.44
H -0.394 -6.257 3.384 0.42
H 1.709 -4.973 3.524 0.44
H 1.944 -2.847 2.274 0.44
H 0.073 -2.008 0.910 0.18
C 5.063 -0.003 8.160 -1.39
C 3.901 0.153 7.222 0.72
C 2.942 1.144 7.418 -0.82
C 1.874 1.293 6.551 -0.73
C 1.728 0.432 5.470 0.12
N 0.608 0.594 4.615 0.15
C 0.538 0.480 3.261 -0.16
O -0.525 0.358 2.681 -0.53
N 1.766 0.526 2.607 0.40
C 1.959 0.504 1.235 0.09
C 3.238 0.350 0.713 -0.66
C 3.413 0.308 -0.661 -1.41
C 2.326 0.436 -1.493 -0.41
N 1.090 0.611 -0.991 0.39
C 0.909 0.654 0.321 -0.37
C 2.654 -0.585 5.278 -0.15
C 3.734 -0.704 6.140 -0.60
H 5.132 0.843 8.842 0.35
H 6.004 -0.070 7.614 0.35
H 4.967 -0.908 8.761 0.31
H 3.039 1.822 8.257 0.33
H 1.153 2.085 6.706 0.47
H -0.302 0.704 5.037 0.36
H 2.590 0.609 3.184 0.38
H 4.089 0.255 1.376 0.58
H 4.399 0.179 -1.082 0.52
H 2.412 0.391 -2.567 0.43
H -0.078 0.839 0.704 0.49
H 2.511 -1.313 4.490 0.52
H 4.450 -1.501 5.980 0.43
N 1.375 4.100 -5.183 -0.17
C 2.191 2.837 -5.147 -0.87
C 1.402 1.733 -4.423 0.78
O 1.695 0.575 -4.609 -0.57
O 0.549 2.230 -3.604 -0.71
H 1.949 4.935 -5.308 0.38
H 0.881 4.141 -4.277 0.19
H 0.672 4.092 -5.922 0.38
H 3.068 3.069 -4.544 0.33
H 2.501 2.558 -6.150 0.38
```

***

Record-wise LUMO energy values, in eV: 0.649, -0.377, 2.328, -3.302, 1.482, -5.801